Density functional theory data (ωB97M-V/def2-TZVPD) for a structure of composition C35H39F3N3O4Os at a distorted geometry.

## Properties
Gap between HOMO and LUMO (spin up / spin down) = 8.1375 / 5.5445 eV
HOMO energy (spin up / spin down) = -10.628 / -10.650 eV
LUMO level (spin up / spin down) = -0.0915 / -0.1876 Ha
Electronic energy = -60199.2348 eV
2S+1 = 5
Charge = +1

Last column: Mulliken spin population.
Element x y z (Å)
1 Os -1.3549 -1.0740 -0.6466  2.788
2 C 4.0950 1.9978 0.6364  0.000
3 O 3.5361 0.7223 0.9875  -0.001
4 C 4.4249 -0.3152 0.9666  0.003
5 C 5.5649 -0.3182 1.7605  -0.001
6 C 6.4565 -1.3771 1.6968  0.001
7 C 6.2042 -2.4487 0.8471  -0.001
8 C 5.0449 -2.4666 0.0913  0.001
9 C 4.1466 -1.4063 0.1507  0.000
10 N 2.9797 -1.4215 -0.6703  0.018
11 C 1.7048 -1.2946 -0.2409  0.011
12 N 1.5091 -1.3331 1.0800  0.032
13 C 0.3232 -1.2026 1.8198  -0.014
14 C -0.9535 -1.0926 1.3062  0.228
15 C -2.0550 -0.9433 2.1716  -0.094
16 C -1.8553 -0.9066 3.5308  0.009
17 C -0.5652 -1.0283 4.0622  0.055
18 C 0.5078 -1.1757 3.2131  -0.012
19 O 1.8023 -1.3048 3.6015  -0.003
20 C 2.0889 -1.2631 5.0006  0.002
21 N 0.7021 -1.1813 -1.0924  0.232
22 C 0.9736 -1.1839 -2.5061  0.022
23 C 0.5788 -2.3066 -3.2413  0.000
24 C 0.8354 -2.4079 -4.5973  -0.009
25 C 1.5191 -1.3785 -5.2331  0.026
26 C 1.9120 -0.2588 -4.5212  -0.013
27 C 1.6292 -0.1349 -3.1661  -0.023
28 O 2.0903 1.0019 -2.5906  0.005
29 C 1.2880 1.6902 -1.6360  -0.007
30 H 3.3120 2.7339 0.7960  0.000
31 H 4.4003 1.9994 -0.4114  0.000
32 H 4.9491 2.2430 1.2653  0.000
33 H 5.7516 0.5220 2.4184  0.000
34 H 7.3475 -1.3672 2.3130  0.000
35 H 6.8997 -3.2758 0.7875  0.000
36 H 4.8207 -3.3094 -0.5534  0.000
37 H 3.0831 -1.6830 -1.6385  -0.003
38 H 2.3368 -1.4071 1.6562  -0.006
39 H -3.0581 -0.8697 1.7706  0.029
40 H -2.7003 -0.7975 4.1991  0.001
41 H -0.4160 -1.0118 5.1334  0.003
42 H 3.1640 -1.3639 5.0905  0.000
43 H 1.6018 -2.0883 5.5214  0.000
44 H 1.7717 -0.3119 5.4287  0.000
45 H 0.0882 -3.1153 -2.7126  -0.002
46 H 0.5220 -3.2880 -5.1454  -0.001
47 H 1.7445 -1.4436 -6.2906  0.001
48 H 2.4382 0.5595 -4.9994  0.000
49 H 1.6134 2.7271 -1.6681  -0.002
50 H 1.4300 1.3071 -0.6283  -0.003
51 H 0.2321 1.6413 -1.9035  0.001
52 F -1.8531 -3.6714 -1.7538  0.005
53 C -1.6354 -3.1541 -0.5024  0.085
54 F -2.7174 -3.5029 0.2249  0.019
55 F -0.5860 -3.8216 0.0023  0.014
56 C -0.5559 2.3937 1.3011  0.005
57 C -1.9798 2.8184 1.6383  -0.004
58 C -2.1079 4.3377 1.4340  0.006
59 C -3.1487 2.1430 0.9213  0.079
60 C -4.4090 2.3797 1.4486  -0.032
61 C -5.5576 1.8587 0.8723  0.063
62 C -5.4763 1.1089 -0.2965  -0.035
63 C -4.2587 0.8236 -0.8810  -0.012
64 C -4.3197 0.1199 -2.2419  -0.041
65 C -4.9233 1.0846 -3.2764  0.004
66 C -3.0488 -0.4550 -2.8574  0.095
67 C -3.0849 1.2889 -0.2144  0.124
68 O -1.8846 0.8566 -0.6169  0.350
69 H 0.1207 2.9261 1.9746  0.000
70 H -0.2966 2.6688 0.2781  0.003
71 H -0.3853 1.3252 1.4285  0.013
72 H -2.1321 2.6097 2.7000  0.003
73 H -1.9912 4.5844 0.3737  0.000
74 H -1.3264 4.8604 1.9909  -0.001
75 H -3.0718 4.7254 1.7640  0.000
76 H -4.4915 2.9819 2.3476  0.001
77 H -6.5234 2.0512 1.3228  0.002
78 H -6.3865 0.7461 -0.7646  0.001
79 H -5.0132 -0.7125 -2.1108  -0.002
80 H -4.2450 1.9257 -3.4531  -0.001
81 H -5.8766 1.4894 -2.9393  0.000
82 H -5.0885 0.5727 -4.2275  0.000
83 H -2.2671 0.2844 -3.0032  -0.011
84 H -3.2645 -0.9129 -3.8226  0.013
85 H -2.6793 -1.3231 -2.2706  -0.022

Density functional theory data (ωB97M-V/def2-TZVPD) for a structure of composition C35H39HfN3PSe2Si at a distorted geometry.

## Properties
Gap between HOMO and LUMO = 5.4232 eV
HOMO energy = -3.040 eV
LUMO level = 0.0876 Ha
Electronic energy = -190567.6621 eV
Energy above the lowest of the compared OMol25 structures with the same formula, charge and spin = 33.7 kcal/mol
Charge = -1

Last column: Mulliken charge in e.
Element x y z (Å)
1 Hf -0.0318 -0.0287 0.6837  1.996
2 N -2.5424 -0.2724 0.7170  -0.801
3 C -3.0425 -0.3316 2.0981  -0.468
4 C -2.4045 0.7647 2.9389  -0.811
5 N -0.9318 0.7333 2.9050  -0.308
6 C -0.2875 0.0467 4.0291  -0.767
7 C -0.1935 -1.4442 3.7694  -0.672
8 N 0.4922 -1.6660 2.4930  -0.374
9 H -2.8675 -1.0984 0.2181  0.169
10 H -2.9282 0.5372 0.2335  -0.056
11 H -4.1313 -0.2147 2.1437  0.536
12 H -2.8029 -1.3257 2.4750  0.154
13 H -2.7146 1.7390 2.5590  0.313
14 H -2.7658 0.6773 3.9708  0.403
15 H -0.5831 1.6834 2.8390  0.228
16 H 0.7177 0.4622 4.1234  0.287
17 H -0.8206 0.2297 4.9708  0.443
18 H 0.3174 -1.9280 4.6087  0.501
19 H -1.1833 -1.8951 3.6872  0.288
20 H 1.4971 -1.5421 2.5970  0.122
21 H 0.3149 -2.6268 2.1998  0.187
22 Se 1.4950 0.4555 -1.1240  -0.762
23 P -0.6088 -2.5807 -0.2867  -0.093
24 Se -1.8765 -3.7661 1.0537  -0.476
25 C 0.8897 -3.5772 -0.6290  0.152
26 C 0.7878 -4.8602 -1.1652  -0.707
27 C 1.9246 -5.6211 -1.3728  -0.657
28 C 3.1750 -5.1160 -1.0280  -0.450
29 C 3.2832 -3.8466 -0.4833  -0.723
30 C 2.1420 -3.0756 -0.2912  0.462
31 C -1.4200 -2.4890 -1.9287  0.649
32 C -2.7757 -2.7381 -2.1014  -0.480
33 C -3.3756 -2.5337 -3.3387  -0.659
34 C -2.6225 -2.0894 -4.4132  -0.480
35 C -1.2619 -1.8488 -4.2496  -0.681
36 C -0.6653 -2.0414 -3.0159  -0.553
37 H -0.1907 -5.2612 -1.4043  0.378
38 H 1.8378 -6.6145 -1.7963  0.366
39 H 4.0629 -5.7171 -1.1841  0.374
40 H 4.2480 -3.4383 -0.2084  0.469
41 H 2.2417 -2.0693 0.1018  0.088
42 H -3.3513 -3.1139 -1.2624  0.367
43 H -4.4344 -2.7282 -3.4600  0.394
44 H -3.0905 -1.9296 -5.3769  0.393
45 H -0.6664 -1.4997 -5.0841  0.411
46 H 0.3894 -1.8275 -2.8836  0.340
47 C -4.2524 2.0289 -3.0307  -0.517
48 C -2.9082 1.8736 -3.3493  -0.617
49 C -1.9317 2.1101 -2.3943  -0.130
50 C -2.2592 2.5175 -1.0938  -0.095
51 C -3.6186 2.6775 -0.8033  -0.186
52 C -4.6060 2.4332 -1.7530  -0.580
53 Si -0.9050 2.6207 0.2514  0.510
54 C 0.1862 4.1199 -0.1772  0.353
55 C -0.3726 5.4010 -0.1097  -0.431
56 C 0.3697 6.5375 -0.3971  -0.595
57 C 1.7050 6.4166 -0.7578  -0.396
58 C 2.2827 5.1574 -0.8222  -0.657
59 C 1.5312 4.0243 -0.5339  0.023
60 H -5.0170 1.8331 -3.7726  0.374
61 H -2.6209 1.5503 -4.3428  0.404
62 H -0.8892 1.9495 -2.6501  0.333
63 H -3.9107 3.0098 0.1891  0.315
64 H -5.6510 2.5629 -1.4947  0.380
65 H -1.7275 3.2722 1.3580  -0.462
66 H -1.4149 5.5092 0.1729  0.289
67 H -0.0920 7.5167 -0.3385  0.367
68 H 2.2916 7.3002 -0.9815  0.345
69 H 3.3268 5.0526 -1.0929  0.395
70 H 1.9992 3.0490 -0.5766  0.092
71 C 1.9239 0.4973 1.0602  -0.556
72 C 3.3030 0.1717 1.2127  1.512
73 C 4.2966 -0.1221 0.2514  -0.376
74 C 5.5609 -0.5542 0.6181  -0.731
75 C 5.9291 -0.7235 1.9468  -0.605
76 C 4.9825 -0.4075 2.9224  -0.491
77 C 3.7295 0.0471 2.5734  -0.633
78 H 4.0462 -0.0157 -0.7941  0.520
79 H 6.2766 -0.7664 -0.1697  0.386
80 H 6.9197 -1.0653 2.2164  0.374
81 H 5.2321 -0.4958 3.9750  0.365
82 H 3.0388 0.3388 3.3600  0.226

> Among the records above, which one has the lowest electronic energy?

C35H39HfN3PSe2Si